The following is a quantum chemistry calculation of a cluster of 2 separate species, C7H18O in total, from OMol25.

Geometry (Å):
C: 2.3917 -0.9034 -0.9086
C: 1.0941 -1.3989 -0.2814
C: 0.8909 -2.8655 -0.7154
C: 1.1604 -1.2992 1.2386
H: 2.4781 0.1815 -0.9103
H: 3.2553 -1.3175 -0.3766
H: 2.4462 -1.2383 -1.9489
H: 0.2484 -0.8459 -0.6773
H: 0.0936 -3.3661 -0.1560
H: 1.8064 -3.4352 -0.5455
H: 0.6270 -2.8817 -1.7737
H: 1.5524 -0.3246 1.5344
H: 0.1981 -1.4910 1.7122
H: 1.8933 -2.0303 1.6019
C: -1.0272 2.1149 -0.5719
O: 0.2566 1.5719 -0.7534
C: -1.6086 1.5746 0.7213
C: -3.0592 2.0017 0.9103
H: -1.0181 3.2104 -0.5482
H: -1.6933 1.7916 -1.3846
H: 0.8250 2.2108 -1.2328
H: -1.5268 0.4868 0.7162
H: -1.0132 1.9295 1.5625
H: -3.6311 1.7917 0.0014
H: -3.5357 1.4534 1.7201
H: -3.1043 3.0789 1.0656

Computed properties:
Total charge ... -1
HOMO-LUMO gap (alpha / beta) ... 2.5 / 9.6 eV
Spin multiplicity ... 2
HOMO level (alpha / beta) ... 1.161 / -6.147 eV

***

The following is a quantum chemistry calculation of a structure of composition C7H18O3 at a distorted geometry, from OMol25.

Geometry (Å):
C: 2.3919 0.3474 -1.0991
C: 1.9656 -0.9287 0.8940
C: 1.9318 1.6458 -0.4591
O: 1.8464 -0.8230 -0.5230
O: 3.8044 0.3282 -1.0455
H: 4.1076 -0.4852 -1.4663
H: 2.0497 0.2908 -2.1413
H: 2.9778 -0.6774 1.2228
H: 1.7528 -1.9689 1.1391
H: 1.2393 -0.2847 1.3961
H: 0.8546 1.6300 -0.3079
H: 2.2082 2.4807 -1.1004
H: 2.4213 1.7808 0.5043
C: -1.4853 -0.5079 -0.5363
C: -1.7048 0.6279 1.9787
C: -2.1534 -1.6483 0.0034
C: -2.2443 0.4322 -1.4333
O: -1.0019 0.6612 0.8761
H: -0.4459 -0.6596 -0.8107
H: -2.5624 1.3192 2.0228
H: -2.4496 -0.4774 1.9842
H: -1.1047 0.6094 2.8987
H: -2.5711 -1.2480 1.1831
H: -1.7467 1.3994 -1.4761
H: -3.0298 -2.0031 -0.5297
H: -1.5062 -2.4485 0.3521
H: -3.2645 0.5866 -1.0809
H: -2.2807 0.0211 -2.4456

Computed properties:
Energy above the lowest of the compared OMol25 structures with the same formula, charge and spin ... 3.213 eV
Total charge ... 0
HOMO-LUMO gap ... 10.0 eV
HOMO level ... -9.162 eV